[1]
A single C23H28N4O2 molecule at a distorted geometry, computed with wB97M-V/def2-TZVPD.

Geometry (Å):
C (-3.369, -4.236, -0.043)
H (-3.192, -4.949, -0.845)
H (-2.928, -4.629, 0.870)
C (-2.766, -2.879, -0.395)
C (-3.359, -2.355, -1.699)
H (-3.177, -3.060, -2.507)
H (-4.435, -2.218, -1.601)
H (-2.913, -1.401, -1.970)
H (-1.684, -2.993, -0.522)
C (-2.998, -1.886, 0.758)
C (-2.273, -0.595, 0.516)
N (-0.973, -0.660, 0.754)
C (-0.159, 0.376, 0.564)
N (1.127, 0.164, 0.959)
C (1.604, -1.193, 1.138)
H (2.200, -1.237, 2.054)
H (0.742, -1.851, 1.227)
C (2.472, -1.592, -0.061)
N (3.550, -0.636, -0.219)
C (4.834, -1.057, -0.109)
O (5.123, -2.236, -0.018)
C (5.890, -0.010, -0.085)
C (6.069, 1.101, 0.700)
C (7.351, 1.604, 0.385)
C (7.857, 0.763, -0.559)
O (6.989, -0.214, -0.837)
H (8.788, 0.761, -1.091)
H (7.825, 2.467, 0.806)
H (5.388, 1.500, 1.425)
C (3.083, 0.719, -0.380)
H (2.464, 0.775, -1.284)
C (2.221, 1.093, 0.835)
H (2.830, 1.009, 1.743)
H (1.862, 2.115, 0.753)
H (3.922, 1.404, -0.491)
H (1.860, -1.602, -0.970)
H (2.917, -2.577, 0.088)
C (-0.668, 1.592, 0.032)
C (0.108, 2.698, -0.348)
N (0.682, 3.624, -0.723)
C (-2.049, 1.669, -0.201)
C (-2.874, 0.576, 0.053)
C (-4.334, 0.792, -0.197)
C (-4.782, 2.073, 0.518)
C (-3.904, 3.282, 0.154)
C (-2.713, 2.897, -0.736)
H (-2.015, 3.731, -0.804)
H (-3.077, 2.682, -1.746)
H (-4.492, 4.039, -0.366)
H (-3.517, 3.741, 1.066)
H (-4.732, 1.894, 1.594)
H (-5.825, 2.274, 0.269)
H (-4.509, 0.898, -1.273)
H (-4.933, -0.047, 0.153)
H (-4.067, -1.724, 0.889)
H (-2.598, -2.325, 1.674)
H (-4.444, -4.147, 0.104)

HOMO = -8.0282 eV
energy above the lowest of the compared OMol25 structures with the same formula, charge and spin = 49.6 kcal per mole
SMILES = CC(C)Cc1nc(N2CCN(C(=O)c3ccco3)CC2)c(C#N)c2c1CCCC2
electronic energy = -1262.7477 Eh
HOMO-LUMO gap = 8.5 eV
multiplicity = 1
strongest force on any atom = 1.12 eV/Å


[2]
A molecular structure, C23H28N4PPd at a distorted geometry, computed with wB97M-V/def2-TZVPD.

Geometry (Å):
Pd (-0.602, 0.599, 0.419)
C (4.068, -2.353, 0.452)
C (4.262, -1.226, -0.336)
C (3.428, -0.131, -0.217)
C (2.353, -0.170, 0.680)
C (2.166, -1.310, 1.476)
C (3.026, -2.383, 1.369)
N (1.422, 0.842, 0.787)
C (1.783, 2.141, 0.960)
C (3.084, 2.620, 1.194)
C (3.293, 3.977, 1.369)
C (2.235, 4.883, 1.350)
C (0.934, 4.440, 1.168)
C (0.698, 3.080, 0.983)
N (-0.524, 2.512, 0.823)
N (-1.626, 3.197, 0.897)
C (-2.743, 2.505, 0.719)
C (-3.986, 3.172, 0.800)
C (-5.147, 2.461, 0.658)
C (-5.066, 1.077, 0.452)
C (-3.824, 0.479, 0.378)
N (-2.670, 1.142, 0.480)
H (4.736, -3.198, 0.363)
H (5.073, -1.203, -1.047)
H (3.571, 0.737, -0.843)
H (1.369, -1.289, 2.209)
H (2.895, -3.249, 2.001)
H (3.910, 1.932, 1.270)
H (4.295, 4.338, 1.538)
H (2.427, 5.933, 1.498)
H (0.099, 5.122, 1.179)
H (-3.971, 4.234, 0.979)
H (-6.108, 2.949, 0.716)
H (-5.957, 0.477, 0.348)
H (-3.755, -0.591, 0.238)
C (-0.643, -4.478, 0.004)
C (-0.655, -3.123, 0.702)
P (-0.671, -1.627, -0.391)
C (0.702, -1.935, -1.594)
C (1.023, -0.689, -2.418)
C (-2.140, -1.954, -1.469)
C (-2.426, -0.782, -2.410)
H (-0.592, -5.263, 0.755)
H (0.225, -4.583, -0.641)
H (-1.545, -4.641, -0.579)
H (0.226, -3.044, 1.339)
H (-1.533, -3.043, 1.352)
H (0.423, -2.759, -2.254)
H (1.579, -2.241, -1.021)
H (0.336, -0.580, -3.253)
H (2.030, -0.753, -2.825)
H (0.956, 0.218, -1.797)
H (-2.989, -2.147, -0.809)
H (-1.962, -2.865, -2.045)
H (-2.111, 0.168, -1.955)
H (-3.485, -0.717, -2.648)
H (-1.892, -0.906, -3.350)

HOMO (alpha / beta) = -10.4196 / -10.1362 eV
electronic energy = -1581.2945 Eh
net charge = +1
HOMO-LUMO gap (alpha / beta) = 5.9 / 5.3 eV
multiplicity = 1
strongest force on any atom = 2.87 eV/Å


[3]
A molecular structure, C23H28N7O7STc at a distorted geometry, computed with wB97M-V/def2-TZVPD.

Geometry (Å):
Tc (0.149, 0.694, 0.249)
O (2.202, 1.366, 0.308)
C (2.885, 1.869, -0.603)
C (2.525, 2.017, -1.972)
C (3.487, 2.584, -2.834)
C (3.210, 2.731, -4.154)
C (1.977, 2.325, -4.689)
C (1.027, 1.778, -3.875)
C (1.257, 1.604, -2.489)
O (0.312, 1.106, -1.762)
N (4.221, 3.327, -5.041)
O (3.966, 3.360, -6.225)
O (5.280, 3.646, -4.539)
H (3.880, 2.232, -0.320)
H (4.449, 2.903, -2.452)
H (1.800, 2.460, -5.747)
H (0.069, 1.470, -4.271)
N (-1.852, 0.450, -0.472)
C (-2.302, -0.968, -0.543)
C (-3.831, -1.029, -0.534)
C (-4.545, -2.374, -0.415)
C (-4.360, -3.336, -1.585)
N (-3.135, -4.138, -1.550)
C (-2.923, -5.139, -0.706)
N (-1.742, -5.762, -0.691)
N (-3.898, -5.572, 0.088)
C (-1.525, -1.781, 0.489)
O (-1.931, -2.869, 0.867)
O (-0.405, -1.252, 0.844)
H (-2.500, 1.017, 0.069)
H (-1.822, 0.852, -1.405)
H (-1.903, -1.337, -1.496)
H (-4.179, -0.535, -1.447)
H (-4.177, -0.405, 0.296)
H (-5.613, -2.156, -0.353)
H (-4.260, -2.859, 0.516)
H (-4.353, -2.802, -2.535)
H (-5.206, -4.024, -1.646)
H (-2.338, -3.809, -2.067)
H (-0.961, -5.395, -1.205)
H (-1.545, -6.470, -0.006)
H (-4.794, -5.120, 0.112)
H (-3.753, -6.350, 0.707)
O (0.595, 0.651, 2.302)
N (0.985, -0.488, 2.911)
C (2.235, -0.932, 2.719)
C (2.662, -2.070, 3.363)
C (1.788, -2.743, 4.206)
C (0.500, -2.257, 4.377)
C (0.114, -1.119, 3.706)
H (2.833, -0.330, 2.051)
H (3.674, -2.417, 3.208)
H (2.110, -3.633, 4.728)
H (-0.209, -2.752, 5.025)
H (-0.863, -0.669, 3.766)
S (-0.638, 2.961, 0.755)
C (0.702, 3.875, 1.366)
N (1.440, 3.370, 2.377)
C (2.485, 4.011, 2.934)
C (2.845, 5.252, 2.492)
C (2.113, 5.818, 1.444)
C (1.055, 5.134, 0.880)
H (1.208, 2.411, 2.658)
H (2.994, 3.491, 3.733)
H (3.673, 5.773, 2.947)
H (2.379, 6.798, 1.069)
H (0.477, 5.554, 0.070)

HOMO (alpha / beta) = -12.6310 / -13.1459 eV
energy above the lowest of the compared OMol25 structures with the same formula, charge and spin = 28.2 kcal per mole
electronic energy = -2281.6982 Eh
<S²> = 2.01
net charge = +2
HOMO-LUMO gap (alpha / beta) = 7.5 / 8.1 eV
multiplicity = 3
strongest force on any atom = 1.62 eV/Å